1.
The following is a quantum chemistry calculation of a cluster of 2 separate species, C7H6BrF2NOS in total, from the OMol25 dataset.

As for the HOMO-LUMO gap (alpha / beta): 7.03 / 7.03 eV. Its charge is 0. As for the HOMO energy (alpha / beta): -8.353 / -8.353 eV. Its LUMO energy (alpha / beta) is -1.3 / -1.3 eV.

The geometry in XYZ format:
```
19
Properties=species:S:1:pos:R:3:forces:R:3:nbo_charge:R:1
C 2.337 1.605 -0.181 0.6 1.6 -2.2 -0.175
C 1.717 1.352 1.003 3.1 2.5 1.4 -0.217
C 1.831 1.039 -1.320 -0.4 -1.8 0.2 -0.203
C 0.933 0.308 1.160 -3.0 -2.2 3.6 -0.197
C 0.869 0.002 -1.203 0.3 0.7 -3.3 -0.188
C 0.485 -0.358 0.048 -1.3 -1.7 0.4 -0.274
C -3.005 -0.185 -0.345 1.8 -2.6 -0.4 0.438
N -0.777 -2.177 1.644 1.9 2.6 -0.9 -1.079
O -0.723 -2.537 -0.966 0.0 1.1 1.4 -0.884
F -3.805 -0.613 0.632 -0.2 -0.1 -0.6 -0.333
F -3.370 -0.740 -1.562 0.2 1.0 1.9 -0.342
S -0.760 -1.669 0.229 -1.6 0.1 -2.0 1.798
Br -2.917 1.695 -0.333 0.1 0.2 -0.3 0.062
H 3.151 2.347 -0.310 -0.7 -0.4 0.5 0.222
H 2.077 1.984 1.808 -0.3 -0.4 0.5 0.222
H 2.230 1.243 -2.290 0.2 0.3 -0.4 0.220
H 0.569 0.007 2.226 0.5 0.5 -2.2 0.260
H 0.495 -0.412 -2.218 0.4 0.3 2.3 0.262
H -1.337 -2.892 1.978 -1.4 -1.6 0.3 0.408
```
Positions in Å, forces in eV/Å.

2.
The following is a quantum chemistry calculation of a cluster of 6 separate species, C41H91N5O2 in total, from the OMol25 dataset.

As for the HOMO-LUMO gap: 5.18 eV. Its charge is +4. As for the HOMO energy: -16.697 eV. The calculation puts the relative energy (zero: lowest compared OMol25 entry of this formula, charge and spin) at 9.92 kJ/mol. Its LUMO energy is -11.5 eV.

The geometry in XYZ format:
```
139
Properties=species:S:1:pos:R:3:forces:R:3:lowdin_charge:R:1
O -0.081 0.308 -0.039 0.3 -0.1 -0.1 -0.436
H -0.398 -0.588 0.134 0.1 0.5 0.0 -0.170
C -2.410 -5.845 -0.364 -0.7 -0.2 0.0 0.033
C -3.091 -4.449 -0.522 -0.9 0.2 1.8 -0.406
C -2.342 -3.376 0.289 0.6 0.1 -0.3 -0.112
C -1.075 -2.932 -0.442 0.2 0.5 0.8 -0.182
C -1.524 -2.192 -1.670 0.6 -0.1 -0.6 -0.144
C -2.106 -3.200 -2.709 0.1 3.4 0.5 -0.392
N -3.138 -4.037 -1.960 -1.3 -2.7 -3.1 0.051
O -3.943 -4.599 -2.686 1.6 1.5 2.2 0.249
C -1.026 -4.057 -3.350 0.8 -0.8 -0.2 0.016
C -2.846 -2.299 -3.729 -1.1 -1.8 -1.3 0.001
C -4.580 -4.535 -0.008 0.4 -0.4 -1.0 0.015
H -2.621 -6.051 0.686 0.5 0.0 0.1 0.109
H -1.354 -5.956 -0.604 0.1 0.5 0.2 0.094
H -2.913 -6.671 -0.868 -0.3 0.4 -0.4 0.108
H -2.152 -3.699 1.312 0.0 -0.5 -0.2 0.126
H -2.944 -2.475 0.425 -0.3 -0.1 -0.2 0.109
H -0.382 -3.735 -0.698 -0.3 -0.3 0.0 0.113
H -0.478 -2.281 0.196 -0.2 0.0 0.1 0.068
H -0.733 -1.566 -2.092 0.4 -0.7 -0.4 0.108
H -2.203 -1.360 -1.462 -0.6 -0.5 0.4 0.108
H -1.345 -4.944 -3.897 -0.5 0.1 0.1 0.113
H -0.236 -4.392 -2.675 -0.4 -0.1 0.5 0.086
H -0.432 -3.492 -4.071 -0.5 0.5 -0.1 0.100
H -3.578 -1.582 -3.359 0.6 0.2 0.6 0.074
H -3.491 -2.920 -4.357 0.1 -0.2 -0.1 0.098
H -2.169 -1.876 -4.469 0.3 0.3 0.5 0.107
H -5.057 -5.425 -0.417 -0.1 0.1 -0.1 0.099
H -5.137 -3.658 -0.339 0.0 0.0 0.1 0.086
H -4.663 -4.615 1.075 0.5 0.1 0.0 0.106
C -6.800 -1.218 2.236 0.8 -1.9 -0.6 -0.068
C -6.447 -0.391 1.010 -0.9 1.3 -0.5 -0.233
C -5.050 0.204 1.029 -0.2 -0.7 0.0 -0.142
N -4.768 1.225 -0.074 1.5 -0.2 1.8 -0.251
C -5.570 2.496 0.126 -0.2 -1.2 -1.0 0.061
C -3.214 1.576 0.049 -2.4 0.7 0.2 -0.052
C -2.920 2.130 -1.337 1.4 -0.8 0.0 -0.155
C -3.887 1.422 -2.285 -1.0 0.0 -0.8 -0.131
C -4.905 0.650 -1.439 0.4 0.1 0.1 -0.110
H -6.128 -1.018 3.070 -0.8 0.6 0.5 0.084
H -6.572 -2.281 2.084 0.4 0.0 -0.5 0.067
H -7.866 -1.355 2.403 0.0 1.0 0.5 0.097
H -7.151 0.443 0.940 -0.1 0.1 0.3 0.110
H -6.612 -0.890 0.053 0.1 -0.5 0.2 0.111
H -4.359 -0.635 0.916 0.3 0.2 -0.4 0.109
H -4.797 0.611 2.009 -0.2 0.6 -0.2 0.143
H -5.434 2.848 1.144 -0.3 -0.1 0.0 0.122
H -6.572 2.174 -0.151 -0.3 0.6 0.6 0.107
H -5.275 3.243 -0.609 0.3 0.0 0.1 0.115
H -3.207 2.354 0.812 0.3 -0.1 0.1 0.126
H -2.770 0.677 0.468 0.6 0.1 -0.8 0.103
H -2.942 3.218 -1.374 -0.6 0.0 0.1 0.119
H -1.880 1.916 -1.592 0.0 -0.3 0.1 0.083
H -4.433 2.119 -2.921 0.2 0.2 0.0 0.128
H -3.456 0.692 -2.969 0.5 0.2 0.0 0.097
H -5.930 0.700 -1.802 0.0 0.2 0.1 0.147
H -4.624 -0.403 -1.388 0.0 0.0 0.2 0.114
C -0.409 2.765 -4.310 -1.3 -0.8 0.9 -0.068
C 0.790 2.420 -3.468 0.9 -0.2 0.5 -0.222
C 0.909 0.897 -3.259 1.0 -0.3 -1.3 -0.120
N 2.340 0.414 -3.086 1.2 -1.5 2.2 -0.228
C 2.867 0.905 -1.706 -0.1 0.0 -1.7 0.022
C 3.323 0.751 -4.245 -0.7 0.3 0.8 -0.063
C 3.926 -0.535 -4.735 0.2 -1.2 -1.2 -0.147
C 3.716 -1.574 -3.649 0.4 0.7 1.5 -0.142
C 2.377 -1.135 -3.039 0.4 0.2 -0.6 -0.099
H -0.601 3.827 -4.440 0.5 -0.1 -0.6 0.097
H -1.291 2.452 -3.737 -0.1 0.0 0.2 0.054
H -0.495 2.103 -5.171 0.3 0.7 -0.6 0.090
H 0.746 2.962 -2.520 -0.2 -0.3 0.2 0.091
H 1.725 2.784 -3.900 -0.1 0.0 -0.3 0.109
H 0.758 0.347 -4.192 -1.1 0.5 -0.2 0.128
H 0.302 0.459 -2.463 0.1 0.2 0.3 0.094
H 2.159 0.611 -0.927 -0.4 0.3 -0.2 0.059
H 2.959 1.971 -1.907 0.0 0.1 0.7 0.087
H 3.848 0.481 -1.492 0.0 0.0 -0.3 0.104
H 4.110 1.364 -3.810 -0.3 0.4 -0.2 0.137
H 2.730 1.263 -4.998 0.3 0.2 0.0 0.134
H 4.972 -0.400 -5.007 0.0 0.0 0.2 0.136
H 3.463 -0.894 -5.656 -0.2 0.2 0.0 0.131
H 4.539 -1.511 -2.930 -0.1 0.3 0.3 0.116
H 3.737 -2.639 -3.878 -0.4 0.2 -0.7 0.130
H 2.214 -1.466 -2.015 -0.3 0.0 -0.1 0.122
H 1.630 -1.497 -3.746 -0.4 0.1 0.4 0.123
C 5.008 6.306 3.551 1.1 -1.1 -1.0 -0.071
C 3.783 5.446 3.159 -0.7 1.6 1.7 -0.239
C 3.344 5.351 1.707 -0.3 -0.6 0.3 -0.091
N 2.244 4.281 1.474 0.5 0.8 -0.3 -0.255
C 2.943 2.931 1.335 -1.1 1.3 1.0 0.029
C 1.502 4.548 0.152 0.5 0.4 0.0 -0.089
C 0.126 3.893 0.279 1.2 -0.1 0.2 -0.145
C -0.110 3.926 1.810 -1.4 -0.1 -0.5 -0.131
C 1.155 4.352 2.549 0.6 -1.6 -1.1 -0.059
H 5.860 5.701 3.234 0.5 0.6 0.1 0.078
H 5.108 6.459 4.623 -0.4 -0.3 0.0 0.090
H 5.077 7.304 3.122 -0.3 -0.2 -0.4 0.089
H 3.041 6.067 3.670 -0.7 -0.6 -0.1 0.105
H 3.834 4.517 3.727 0.1 -0.2 -0.4 0.113
H 4.120 5.031 1.012 0.2 0.6 0.0 0.133
H 2.882 6.309 1.478 0.3 0.0 -0.6 0.142
H 2.117 2.233 1.197 0.4 -0.4 -0.5 0.095
H 3.466 2.714 2.266 0.0 0.1 0.0 0.099
H 3.669 3.104 0.545 -0.2 -0.7 -0.2 0.103
H 2.145 4.159 -0.637 -0.2 0.0 -0.1 0.116
H 1.472 5.629 0.016 -0.2 0.0 0.2 0.139
H 0.207 2.881 -0.126 -0.2 -0.3 0.4 0.071
H -0.663 4.373 -0.297 0.2 0.4 0.1 0.118
H -0.465 2.929 2.070 0.2 0.0 0.4 0.107
H -0.942 4.600 2.015 0.1 0.1 0.2 0.122
H 1.420 3.561 3.247 0.0 0.5 0.5 0.133
H 1.189 5.347 2.981 -0.3 -0.1 0.0 0.134
C 6.440 -2.407 3.884 -0.8 -0.6 0.3 -0.071
C 5.172 -1.601 3.521 0.3 0.5 0.4 -0.230
C 4.057 -2.510 2.955 0.2 0.6 1.1 -0.122
N 2.696 -1.837 2.826 1.1 0.4 -1.4 -0.240
C 2.979 -0.638 1.892 -3.1 -0.9 1.1 0.010
C 1.698 -2.812 2.114 0.9 0.2 1.3 -0.080
C 0.431 -2.791 2.950 0.1 0.7 0.5 -0.148
C 0.939 -2.475 4.401 -0.7 -0.3 -1.4 -0.114
C 2.020 -1.435 4.149 0.5 -1.0 -0.4 -0.067
H 7.231 -1.815 4.339 -0.2 0.2 0.0 0.089
H 6.897 -2.954 3.059 -0.2 0.2 -0.3 0.085
H 6.123 -3.179 4.588 0.3 0.0 0.2 0.082
H 5.497 -0.719 2.963 -0.3 -0.4 -1.0 0.105
H 4.776 -1.071 4.393 0.1 -0.5 0.5 0.104
H 3.868 -3.306 3.677 0.4 -0.4 -0.2 0.141
H 4.333 -2.875 1.967 -0.2 -0.3 0.1 0.140
H 3.371 0.194 2.468 0.5 -0.2 -0.2 0.091
H 1.932 -0.439 1.640 0.2 1.0 -0.6 0.072
H 3.470 -0.991 0.990 0.5 0.2 0.3 0.106
H 1.650 -2.538 1.063 -0.1 0.0 0.1 0.113
H 2.159 -3.789 2.263 0.0 0.0 -0.4 0.133
H -0.250 -1.983 2.675 -0.1 -0.1 -0.3 0.110
H -0.061 -3.759 2.869 -0.2 0.1 0.1 0.119
H 0.148 -2.009 4.984 0.0 -0.3 0.2 0.128
H 1.245 -3.419 4.849 0.4 0.3 0.3 0.129
H 1.556 -0.467 3.970 0.2 0.1 0.2 0.136
H 2.764 -1.459 4.941 0.0 0.5 -0.1 0.133
```
Positions in Å, forces in eV/Å.

3.
The following is a quantum chemistry calculation of a structure of composition CH15LiO7, from the OMol25 dataset.

As for the HOMO-LUMO gap: 7.07 eV. Its charge is 0. As for the HOMO energy: -7.373 eV. The calculation puts the relative energy (zero: lowest compared OMol25 entry of this formula, charge and spin) at 35.54 kJ/mol. Its LUMO energy is -0.3 eV.

The geometry in XYZ format:
```
24
Properties=species:S:1:pos:R:3:forces:R:3:nbo_charge:R:1
Li 0.361 -0.302 -0.218 0.6 0.2 -0.6 0.895
C 1.461 1.221 1.701 -1.7 2.8 -5.4 -0.271
O 1.645 0.906 0.315 -0.1 -1.0 -0.4 -1.066
H 1.296 2.395 1.448 -1.0 -2.1 2.5 0.174
H 2.393 1.224 2.098 2.5 -0.6 2.4 0.166
H 0.706 0.481 2.016 -0.1 1.0 1.4 0.108
O 0.096 2.710 -0.842 -0.6 -1.0 1.4 -1.034
H 0.888 2.204 -0.362 -1.5 0.0 -1.0 0.510
H -0.737 2.316 -0.414 2.3 0.8 -0.9 0.452
O -0.250 -0.106 -2.311 2.2 1.5 -0.5 -0.987
H -1.155 -0.324 -2.477 -0.7 0.4 -0.7 0.481
H 0.098 0.694 -2.858 -1.5 -2.0 1.6 0.525
O -1.597 0.737 0.553 -2.7 1.8 0.8 -0.948
H -1.762 1.117 1.440 1.5 -0.8 0.5 0.486
H -2.447 1.208 0.305 1.0 -1.2 -1.3 0.481
O -0.213 -2.015 0.896 0.3 1.3 1.4 -0.993
H -0.352 -2.972 0.868 0.4 0.3 0.5 0.513
H 0.024 -1.662 1.819 -0.6 -1.4 -1.9 0.513
O 2.262 -1.701 -1.198 -4.9 -0.9 -4.8 -0.920
H 2.479 -1.174 -1.994 -0.7 -0.5 0.3 0.470
H 2.966 -1.513 -0.728 5.4 1.4 4.5 0.460
O -3.034 -2.047 0.166 2.3 0.3 0.2 -0.949
H -2.047 -1.919 0.362 -1.9 -0.3 0.2 0.481
H -3.077 -1.470 -0.596 -0.6 0.1 -0.4 0.452
```
Positions in Å, forces in eV/Å.